[1]
Below is a structure of composition C12H24AlO13P in a non-equilibrium geometry, with properties calculated with ωB97M-V with the def2-TZVPD basis set.

Kohn-Sham gap ... 0.1935 Eh
LUMO energy ... -4.1 eV
2S+1 ... 1
F_max ... 2.6 eV/Å
Energy ... -55333.8691 eV
Highest occupied orbital energy ... -9.411 eV

CARTESIAN COORDINATES (ANGSTROEM)
Al (0.8203, 0.7987, 1.7358)
P (-0.4463, 0.0486, 4.4921)
O (-1.0905, -0.4067, 5.7995)
O (-0.9960, -0.6855, 3.2433)
O (1.0486, -0.3748, 4.2618)
O (-0.4537, 1.5248, 4.0395)
C (-3.3735, 5.9386, -0.4139)
C (-3.9772, 4.5684, -0.1297)
O (-3.1174, 3.6644, 0.5423)
C (-2.3497, 2.7186, -0.0229)
O (-1.6733, 1.9414, 0.5898)
O (-2.4761, 2.6544, -1.3838)
C (-1.6132, 1.8173, -2.1092)
H (-4.1124, 6.4642, -1.0162)
H (-2.4070, 5.8741, -0.9137)
H (-3.1589, 6.4453, 0.5273)
H (-4.3721, 4.1270, -1.0477)
H (-4.8530, 4.6330, 0.5167)
H (-2.1996, 1.5646, -2.9902)
H (-1.2021, 0.9159, -1.6518)
H (-0.6886, 2.3469, -2.3578)
C (0.7694, -0.9953, -3.6295)
C (0.3302, -2.0202, -2.6295)
O (-1.0280, -1.8311, -2.2011)
C (-1.2661, -1.5122, -0.9053)
O (-0.4285, -1.1048, -0.1365)
O (-2.5208, -1.7787, -0.6701)
C (-3.1616, -1.1461, 0.4296)
H (0.2380, -1.0730, -4.5746)
H (1.8472, -1.0722, -3.7879)
H (0.6999, -0.0193, -3.1423)
H (0.9325, -2.0169, -1.7199)
H (0.4380, -3.0142, -3.0668)
H (-2.6395, -1.2871, 1.3740)
H (-4.1578, -1.5829, 0.4761)
H (-3.3378, -0.0908, 0.2198)
C (5.2724, -1.6838, -1.4135)
C (3.9592, -1.7703, -0.6784)
O (4.1167, -2.5616, 0.5120)
C (3.2033, -2.4995, 1.4777)
O (2.3408, -1.6567, 1.4775)
O (3.4247, -3.5276, 2.2977)
C (2.7238, -3.5648, 3.5554)
H (5.0614, -1.1706, -2.3526)
H (5.7289, -2.6314, -1.6900)
H (5.9048, -1.0993, -0.7440)
H (3.2824, -2.3711, -1.2944)
H (3.4703, -0.8073, -0.5452)
H (3.4106, -3.6752, 4.3890)
H (1.9625, -4.3444, 3.5593)
H (2.1146, -2.6707, 3.7022)

Cartesian forces (eV/Å) of the 2 atoms listed first:
Al -0.515 -0.321 0.544
P -0.468 -0.119 1.992


[2]
Below is a cluster of 2 separate species, C6H10N in total in a non-equilibrium geometry, with properties calculated with ωB97M-V with the def2-TZVPD basis set.

Kohn-Sham gap (spin up / spin down) ... 0.2543 / 0.2712 Eh
Total charge ... +1
LUMO energy (spin up / spin down) ... -5.3 / -7.4 eV
2S+1 ... 3
F_max ... 3.0 eV/Å
Energy ... -7857.2782 eV
Highest occupied orbital energy (spin up / spin down) ... -12.214 / -14.795 eV

CARTESIAN COORDINATES (ANGSTROEM)
C (0.5418, -1.8735, 0.8400)
C (0.5716, -0.6229, 0.5972)
C (1.1618, 0.4606, -0.5601)
C (0.1166, 0.6029, 0.3499)
C (2.4349, 1.2789, -0.3211)
C (-2.0936, -1.3657, -0.0144)
N (-1.9633, 0.0353, 0.1003)
H (1.1059, -0.0637, -1.4623)
H (0.0078, 1.4814, 0.9598)
H (2.4420, 1.9898, 0.5981)
H (2.6395, 1.8900, -1.1600)
H (3.2758, 0.5655, -0.1669)
H (-1.8625, -1.7437, -1.0588)
H (-1.0907, -1.7157, 0.5359)
H (-3.0269, -1.8503, 0.3608)
H (-2.0303, 0.3357, 1.0457)
H (-2.2303, 0.5955, -0.6441)

Cartesian forces (eV/Å) of the 2 atoms listed first:
C 0.433 0.920 0.008
C 1.296 -2.455 1.084


[3]
Below is a structure of composition C5H5NO, with properties calculated with ωB97M-V with the def2-TZVPD basis set.

Kohn-Sham gap (spin up / spin down) ... 0.3062 / 0.3062 Eh
LUMO energy (spin up / spin down) ... -0.6 / -0.6 eV
2S+1 ... 1
F_max ... 0.7 eV/Å
Energy ... -8798.0334 eV
Highest occupied orbital energy (spin up / spin down) ... -8.951 / -8.952 eV

CARTESIAN COORDINATES (ANGSTROEM)
O (2.8439, 1.2886, -0.2903)
C (0.9689, -0.6242, 0.1070)
C (-0.4426, -0.9186, -0.3396)
C (-1.4096, -0.3187, 0.6175)
C (-0.6884, 0.5835, -0.3835)
C (0.7862, 0.6906, -0.0798)
N (1.7429, 1.7379, -0.0315)
H (1.7325, -1.1971, 0.6180)
H (-0.6802, -1.5854, -1.1589)
H (-1.1524, -0.2855, 1.6732)
H (-2.4594, -0.5092, 0.4006)
H (-1.2417, 1.1384, -1.1327)

Cartesian forces (eV/Å) of the 2 atoms listed first:
O -0.192 0.595 0.238
C 0.069 0.024 0.007


[4]
Below is a cluster of 8 separate species, C36H96B2F8N6O12 in total in a non-equilibrium geometry, with properties calculated with ωB97M-V with the def2-TZVPD basis set.

Kohn-Sham gap (spin up / spin down) ... 0.0679 / 0.3308 Eh
Total charge ... +3
LUMO energy (spin up / spin down) ... -5.5 / -5.5 eV
2S+1 ... 2
F_max ... 4.7 eV/Å
Energy ... -95469.4622 eV
Highest occupied orbital energy (spin up / spin down) ... -7.377 / -14.531 eV

CARTESIAN COORDINATES (ANGSTROEM)
C (-4.5626, 4.5188, -1.9080)
O (-4.4700, 3.5719, -3.0177)
C (-5.3850, 3.6632, -4.0907)
C (-5.2172, 2.4583, -5.0355)
N (-4.8512, 1.2056, -4.2646)
H (-4.6554, 0.4023, -4.8446)
H (-3.9336, 1.2669, -3.8469)
C (-5.8115, 0.8151, -3.1655)
C (-5.2878, -0.5499, -2.4721)
O (-4.0936, -0.4322, -1.6307)
C (-4.1812, 0.5660, -0.5895)
H (-5.6161, 4.5879, -1.6367)
H (-4.1526, 5.4579, -2.2797)
H (-3.9209, 4.0958, -1.1351)
H (-5.1823, 4.5061, -4.7514)
H (-6.3819, 3.8943, -3.7155)
H (-4.3824, 2.5643, -5.7284)
H (-6.0679, 2.3602, -5.7098)
H (-6.7889, 0.6871, -3.6305)
H (-5.7865, 1.6047, -2.4145)
H (-5.1159, -1.2597, -3.2813)
H (-6.0811, -0.9195, -1.8225)
H (-5.0167, 0.4046, 0.0916)
H (-4.1936, 1.6168, -0.8791)
H (-3.2696, 0.4342, -0.0066)
C (-0.5119, -0.3209, -3.8861)
O (0.4124, -1.3039, -3.6567)
C (1.6928, -1.1375, -4.3191)
C (2.6574, -2.1405, -3.6217)
N (2.6720, -1.9762, -2.1159)
H (2.8756, -1.0244, -1.8464)
H (1.7683, -2.2506, -1.7578)
C (3.7480, -2.6675, -1.2212)
C (3.2025, -4.0203, -0.6615)
O (1.8415, -3.9615, -0.3554)
C (1.4240, -5.0461, 0.5053)
H (-1.4337, -0.6373, -3.3978)
H (-0.8218, -0.1637, -4.9192)
H (-0.2049, 0.5996, -3.3897)
H (2.0798, -0.1286, -4.1765)
H (1.6728, -1.1729, -5.4084)
H (3.7116, -2.0516, -3.8842)
H (2.3080, -3.1708, -3.6887)
H (3.8964, -1.9508, -0.4135)
H (4.6910, -2.7953, -1.7528)
H (3.6995, -4.4229, 0.2211)
H (3.3865, -4.7876, -1.4135)
H (1.5560, -6.0027, -0.0001)
H (0.3968, -4.9506, 0.8573)
H (1.9742, -5.0048, 1.4453)
C (4.2754, 6.0665, -2.6635)
O (3.0934, 5.3572, -2.3955)
C (3.1562, 3.9313, -2.0962)
C (3.7713, 3.4682, -0.7553)
N (3.2763, 4.2056, 0.5030)
H (3.9633, 4.1220, 1.2386)
H (3.2593, 5.1983, 0.3181)
C (1.8980, 3.7409, 1.1191)
C (1.3239, 4.8189, 2.0100)
O (1.4345, 6.0689, 1.2915)
C (0.9924, 7.2492, 2.0066)
H (4.9470, 5.3514, -3.1386)
H (4.6022, 6.7230, -1.8571)
H (4.0532, 6.6995, -3.5225)
H (3.5891, 3.4237, -2.9582)
H (2.1055, 3.6485, -2.0315)
H (4.8382, 3.6878, -0.7937)
H (3.6920, 2.3838, -0.6799)
H (2.0054, 2.7764, 1.6154)
H (1.2587, 3.6372, 0.2424)
H (1.9462, 4.7730, 2.9038)
H (0.3091, 4.4872, 2.2297)
H (-0.0847, 7.4107, 1.9624)
H (1.3547, 8.1432, 1.4991)
H (1.2948, 7.2847, 3.0532)
C (-1.5230, -3.2663, -1.2987)
O (-0.5658, -3.9983, -2.0847)
C (-0.9664, -4.2501, -3.4146)
C (-0.0475, -5.2592, -4.0288)
N (0.2003, -6.5080, -3.1641)
H (0.3708, -6.1157, -2.2492)
H (-0.6563, -7.0426, -3.1396)
C (1.4717, -7.3397, -3.5427)
C (1.6128, -8.5286, -2.5666)
O (1.4260, -8.1689, -1.2059)
C (1.4598, -9.2747, -0.3128)
H (-1.2028, -3.2344, -0.2573)
H (-2.4620, -3.8075, -1.1825)
H (-1.4833, -2.2197, -1.6004)
H (-0.9763, -3.3072, -3.9613)
H (-1.9313, -4.7568, -3.3942)
H (0.8881, -4.7362, -4.2264)
H (-0.5110, -5.7263, -4.8978)
H (2.3018, -6.6381, -3.4613)
H (1.4555, -7.6241, -4.5949)
H (2.6454, -8.8390, -2.7259)
H (0.9571, -9.3275, -2.9128)
H (0.9435, -10.1744, -0.6479)
H (1.0896, -9.0974, 0.6970)
H (2.4737, -9.6514, -0.1777)
C (1.4370, -0.9743, 3.3038)
O (1.8050, -2.2913, 3.7191)
C (0.9298, -3.2322, 4.1998)
C (1.6684, -4.4754, 4.7720)
N (3.0077, -4.1471, 5.5509)
H (3.3786, -4.9761, 5.9930)
H (3.7104, -4.0391, 4.8335)
C (3.1393, -3.0217, 6.5703)
C (4.6230, -2.7906, 6.9056)
O (5.3084, -2.4310, 5.7813)
C (6.7126, -2.1912, 5.9664)
H (0.9609, -0.3763, 4.0808)
H (0.8108, -0.9191, 2.4134)
H (2.3084, -0.3952, 2.9982)
H (0.2268, -3.4785, 3.4040)
H (0.3595, -2.7160, 4.9721)
H (1.9830, -5.1618, 3.9859)
H (1.0881, -4.9695, 5.5514)
H (2.5634, -3.2349, 7.4709)
H (2.7208, -2.1242, 6.1148)
H (5.0201, -3.7426, 7.2580)
H (4.8617, -2.0657, 7.6838)
H (7.0869, -2.0730, 4.9495)
H (7.1460, -3.1102, 6.3610)
H (7.0637, -1.3738, 6.5962)
C (-3.1738, 7.3029, 2.3084)
O (-3.9048, 6.0634, 2.3984)
C (-5.2806, 6.2845, 2.3147)
C (-6.1007, 5.2069, 3.0932)
N (-5.6589, 3.7382, 2.9053)
H (-6.3899, 3.0968, 3.1782)
H (-5.4683, 3.5216, 1.9374)
C (-4.5122, 3.5115, 3.9276)
C (-3.9494, 2.1717, 3.5935)
O (-3.6211, 2.1664, 2.2031)
C (-2.5083, 3.0273, 1.8404)
H (-3.3066, 7.9346, 3.1867)
H (-3.3111, 7.8751, 1.3909)
H (-2.1404, 6.9563, 2.3032)
H (-5.5781, 6.1242, 1.2784)
H (-5.5444, 7.2259, 2.7966)
H (-7.0906, 5.2435, 2.6385)
H (-6.0784, 5.4325, 4.1594)
H (-4.8346, 3.4989, 4.9688)
H (-3.7946, 4.3264, 3.8322)
H (-4.6312, 1.3261, 3.6837)
H (-3.0362, 1.9620, 4.1505)
H (-2.9069, 3.9086, 1.3378)
H (-1.8398, 2.4849, 1.1718)
H (-1.9448, 3.3493, 2.7161)
B (0.4558, 0.8503, -0.3481)
F (-0.3914, -0.2075, -0.4053)
F (1.5458, 0.5264, -1.1409)
F (-0.1721, 1.9953, -0.7890)
F (0.9034, 0.8709, 0.9874)
B (5.3304, 0.3637, -2.6312)
F (6.0824, 1.5091, -2.7370)
F (4.6529, 0.1701, -3.7970)
F (6.1977, -0.7744, -2.4412)
F (4.4650, 0.4715, -1.5758)

Cartesian forces (eV/Å) of the 2 atoms listed first:
C -0.013 -0.589 -1.730
O 0.363 -0.737 -0.236


[5]
Below is a cluster of 2 separate species, C9H16N2O2 in total in a non-equilibrium geometry, with properties calculated with ωB97M-V with the def2-TZVPD basis set.

Kohn-Sham gap ... 0.3603 Eh
LUMO energy ... 0.4 eV
2S+1 ... 1
F_max ... 5.2 eV/Å
Energy ... -16665.8947 eV
Highest occupied orbital energy ... -9.388 eV

CARTESIAN COORDINATES (ANGSTROEM)
O (0.8103, -1.7552, -0.9342)
C (1.6657, -0.9126, -0.6709)
C (1.5640, 0.5202, -0.9418)
C (2.5117, 1.3778, -0.6302)
N (3.6403, 0.9552, -0.0291)
C (3.8171, -0.3446, 0.3445)
O (4.7593, -0.6482, 1.1042)
N (2.8487, -1.2159, -0.1307)
H (0.7547, 0.8747, -1.5839)
H (2.5450, 2.3950, -0.9724)
H (4.1923, 1.6580, 0.4436)
H (3.0809, -2.2272, 0.0423)
C (-2.0045, -0.9269, -1.1107)
C (-1.8026, -0.0683, 0.1504)
C (-3.0020, -0.5026, 1.2009)
C (-1.9839, 1.3713, -0.0935)
C (-0.4137, -0.2532, 0.9010)
H (-1.9472, -1.9853, -0.9287)
H (-3.0639, -0.5889, -1.2690)
H (-1.3777, -0.5126, -2.0254)
H (-3.2770, 0.3012, 2.0242)
H (-4.0277, -0.5766, 0.6530)
H (-3.0133, -1.5127, 1.7383)
H (-2.1968, 1.8162, 0.9385)
H (-2.8722, 1.6485, -0.6603)
H (-1.1689, 1.8392, -0.5900)
H (0.3511, -0.2183, 0.1022)
H (-0.0804, 0.6628, 1.6192)
H (-0.3095, -1.1709, 1.3085)

Cartesian forces (eV/Å) of the 2 atoms listed first:
O 1.616 0.178 -0.367
C -1.038 -0.536 -2.122


[6]
Below is an isolated molecule of C2HIN2OS in a non-equilibrium geometry, with properties calculated with ωB97M-V with the def2-TZVPD basis set.

Kohn-Sham gap (spin up / spin down) ... 0.2754 / 0.2754 Eh
LUMO energy (spin up / spin down) ... -1.2 / -1.2 eV
2S+1 ... 1
F_max ... 2.6 eV/Å
Energy ... -26048.3369 eV
Highest occupied orbital energy (spin up / spin down) ... -8.646 / -8.647 eV

CARTESIAN COORDINATES (ANGSTROEM)
C (-0.1565, -0.2290, -1.1956)
C (0.7624, -0.1881, 0.9779)
N (-1.7336, -0.7815, 1.0205)
N (0.6078, 0.3884, -0.3667)
O (1.2912, 0.3481, 1.8909)
S (-0.5353, -1.6345, 0.9609)
I (-0.8434, 0.7350, -2.9525)
H (0.6073, 1.3616, -0.3354)

Cartesian forces (eV/Å) of the 2 atoms listed first:
C -0.127 -1.964 -1.616
C -0.028 -0.854 -0.741


[7]
Below is an isolated molecule of C3H5N3, with properties calculated with ωB97M-V with the def2-TZVPD basis set.

Kohn-Sham gap ... 0.3699 Eh
LUMO energy ... 1.0 eV
2S+1 ... 1
F_max ... 0.3 eV/Å
Energy ... -7661.7049 eV
Highest occupied orbital energy ... -9.080 eV

CARTESIAN COORDINATES (ANGSTROEM)
N (0.2019, -0.8057, 1.7065)
C (0.0149, -0.2818, 0.3986)
C (-0.5229, -0.9907, -0.6981)
N (-0.5544, -0.2572, -1.8001)
N (-0.0338, 0.9194, -1.4276)
C (0.3206, 0.9590, -0.1223)
H (-0.4689, -0.4301, 2.3637)
H (1.1242, -0.5943, 2.0630)
H (-0.8816, -2.0110, -0.7002)
H (0.0485, 1.6521, -2.1135)
H (0.7515, 1.8402, 0.3301)

Cartesian forces (eV/Å) of the 2 atoms listed first:
N 0.054 0.097 0.098
C 0.009 0.099 -0.284


[8]
Below is a structure of composition C39H35BrN4O2P2PtTe in a non-equilibrium geometry, with properties calculated with ωB97M-V with the def2-TZVPD basis set.

Kohn-Sham gap ... 0.2442 Eh
LUMO energy ... -0.1 eV
2S+1 ... 1
F_max ... 1.7 eV/Å
Energy ... -150222.9510 eV
Highest occupied orbital energy ... -6.756 eV

CARTESIAN COORDINATES (ANGSTROEM)
Pt (0.0056, 0.2036, -0.0590)
C (-0.9406, -0.9301, 3.9573)
C (-0.3310, -0.6570, 2.6190)
N (-0.9944, -0.6799, 1.5180)
O (-2.3803, -0.7756, 1.6356)
C (1.0815, -0.3395, 2.4981)
C (2.0787, -0.5821, 3.5774)
N (1.4442, 0.2059, 1.3411)
O (2.6293, 0.5558, 1.1455)
H (-1.9913, -0.6583, 3.9731)
H (-0.4045, -0.3808, 4.7293)
H (-0.8659, -1.9957, 4.1878)
H (-2.6390, -1.0806, 0.7538)
H (1.8381, -1.4888, 4.1352)
H (2.1340, 0.2478, 4.2884)
H (3.0633, -0.6892, 3.1280)
Te (-1.5946, 2.4434, -2.9735)
C (-1.7389, 2.6764, -5.0596)
C (-2.9105, 3.1161, -5.6611)
C (-2.9401, 3.2565, -7.0437)
N (-1.9049, 2.9878, -7.8424)
C (-0.7849, 2.5669, -7.2443)
C (-0.6516, 2.3991, -5.8738)
C (-0.3990, 0.7296, -2.9866)
P (1.0746, 0.8717, -1.9600)
C (2.1928, -0.4272, -2.5918)
C (2.9928, -1.1586, -1.7200)
C (3.8218, -2.1624, -2.2096)
C (3.8570, -2.4313, -3.5700)
C (3.0642, -1.6948, -4.4453)
C (2.2317, -0.6976, -3.9577)
C (1.9001, 2.4522, -2.2976)
C (2.9891, 2.5203, -3.1622)
C (3.5520, 3.7508, -3.4809)
C (3.0494, 4.9165, -2.9216)
C (2.0008, 4.8488, -2.0136)
C (1.4409, 3.6215, -1.6932)
P (-1.2840, -0.6042, -2.0140)
C (-2.9013, -0.6624, -2.8605)
C (-2.9804, -0.3604, -4.2156)
C (-4.2032, -0.4204, -4.8680)
C (-5.3574, -0.7642, -4.1720)
C (-5.2842, -1.0630, -2.8192)
C (-4.0560, -1.0150, -2.1698)
C (-0.5746, -2.2545, -2.4411)
C (0.0082, -3.0251, -1.4398)
C (0.5074, -4.2940, -1.7105)
C (0.4256, -4.8099, -2.9939)
C (-0.1575, -4.0516, -4.0051)
C (-0.6574, -2.7893, -3.7279)
H (-3.7980, 3.3307, -5.0754)
H (-3.8484, 3.5911, -7.5358)
H (0.0547, 2.3562, -7.8994)
H (0.2812, 2.0461, -5.4476)
H (2.9683, -0.9356, -0.6590)
H (4.4356, -2.7360, -1.5254)
H (4.4962, -3.2191, -3.9506)
H (3.0864, -1.9062, -5.5076)
H (1.5835, -0.1388, -4.6238)
H (3.4030, 1.6199, -3.5953)
H (4.3915, 3.7909, -4.1636)
H (3.4859, 5.8741, -3.1772)
H (1.6172, 5.7499, -1.5521)
H (0.6518, 3.5738, -0.9556)
H (-2.0842, -0.0511, -4.7415)
H (-4.2557, -0.1798, -5.9231)
H (-6.3123, -0.7909, -4.6826)
H (-6.1786, -1.3284, -2.2698)
H (-4.0039, -1.2500, -1.1117)
H (0.0826, -2.6243, -0.4362)
H (0.9590, -4.8757, -0.9162)
H (0.8133, -5.7976, -3.2092)
H (-0.2239, -4.4465, -5.0118)
H (-1.1113, -2.2133, -4.5268)
Br (-5.4794, 3.5613, 0.9760)
C (-3.6084, 3.4957, 1.1570)
C (-2.9266, 4.4893, 1.8288)
C (-1.5480, 4.3884, 1.9222)
C (-0.9177, 3.3079, 1.3254)
N (-1.5823, 2.3577, 0.6714)
C (-2.9056, 2.4400, 0.5964)
H (-3.4605, 5.3229, 2.2660)
H (-0.9692, 5.1374, 2.4461)
H (0.1614, 3.1965, 1.3655)
H (-3.4222, 1.6476, 0.0664)

Cartesian forces (eV/Å) of the 2 atoms listed first:
Pt -0.364 -0.908 -0.511
C 0.029 -0.044 -0.024